{"formula": "CH2INO", "method": "wB97M-V/def2-TZVPD", "elements": ["C", "N", "O", "I", "H", "H"], "coordinates": [[0.3105, 0.1025, 0.0217], [1.0445, 0.7053, -0.8258], [-0.2731, -0.9945, -0.1541], [-2.7885, -1.9168, 0.5818], [0.1748, 0.5166, 1.1063], [1.5318, 1.5867, -0.7300]], "forces_ev_per_angstrom": [[0.76, 3.87, 3.27], [-0.55, -0.96, -1.88], [-1.78, -3.05, -0.74], [1.69, 0.89, -0.41], [0.07, -0.41, -1.42], [-0.19, -0.34, 1.17]], "total_charge": 0, "max_force_ha_per_bohr": 0.100, "homo_energy_ev": [-9.3738, -9.6428], "orbital_gap_ha": [0.181, 0.201]}